1.
Molecular formula: C4H9NO2
Method: DFT, wB97M-V/def2-TZVPD

Each line ends with the natural charge from an NBO analysis.
Atoms and positions in Å:
C -0.33385 -1.04820 -2.23171  -0.62
C -0.57363 -1.05032 -0.76178  -0.22
N 0.21343 0.01683 -0.09563  -0.61
C -0.04728 0.10486 1.33868  -0.34
C 0.81193 1.26601 1.90815  0.80
O 1.51853 1.10085 2.85621  -0.59
O 0.65586 2.39810 1.23972  -0.68
H -0.89410 -1.88335 -2.65923  0.21
H -0.76411 -0.19849 -2.76517  0.20
H 0.70903 -1.16689 -2.51567  0.22
H -1.63169 -0.89458 -0.50403  0.16
H -0.20495 -1.97752 -0.31680  0.19
H -0.13317 0.89400 -0.47387  0.35
H 0.47579 -0.65783 1.91421  0.22
H -1.12929 0.08190 1.52829  0.19
H 1.32750 3.01463 1.53863  0.50

Force components x, y, z for each atom (eV/Å):
C -0.71 -0.51 -1.09
C 0.82 0.81 1.38
N -0.35 0.03 -0.25
C 1.33 0.22 0.00
C -1.84 -1.26 -0.15
O 0.61 0.45 0.29
O -0.03 0.48 -0.54
H 0.17 -0.21 -0.04
H 0.23 0.36 0.30
H 0.07 0.09 0.19
H -0.07 -0.41 -0.19
H -0.34 -0.15 -0.09
H 0.28 0.08 -0.17
H -0.59 -0.84 -0.43
H 0.17 0.46 0.57
H 0.25 0.42 0.24

Energy above the lowest of the compared OMol25 structures with the same formula, charge and spin (kcal/mol): 26.6
Total charge: 0
Highest occupied orbital energy (eV): -9.32
SMILES: CCNCC(=O)O

2.
Molecular formula: C4H9NO2
Method: DFT, wB97M-V/def2-TZVPD

Each line ends with the Mulliken spin population.
Atoms and positions in Å:
C -0.32983 -0.40510 -0.86694  0.99
C 1.86253 -0.81355 0.74069  0.00
C -2.54938 0.29654 -0.09652  0.00
C 1.69485 -0.04730 -0.48234  -0.04
N -1.09746 0.15324 -0.01142  0.40
O -0.57110 0.70857 1.02570  0.63
O 1.61631 1.29596 -0.32027  0.01
H -0.56232 -0.78912 -1.80355  0.00
H 1.18302 -0.37977 1.37950  -0.01
H 1.72557 -1.89390 0.64179  0.00
H 2.83107 -0.74203 1.19712  0.00
H -2.82232 1.29842 0.27938  0.00
H -3.07955 -0.44197 0.43177  0.01
H -3.08729 0.38823 -1.06623  0.00
H 2.26200 -0.18117 -1.35771  0.01
H 0.92390 1.55295 0.30903  -0.01

Force components x, y, z for each atom (eV/Å):
C 9.36 -3.56 -3.72
C 1.56 -1.99 -0.23
C -0.59 2.28 -0.90
C -4.89 0.83 -0.55
N -6.31 3.58 4.21
O -0.23 0.29 0.47
O 0.92 1.54 -0.01
H -1.03 -0.31 -1.27
H -1.41 0.29 1.83
H -0.44 0.23 -0.22
H 0.91 0.51 0.02
H 0.36 -0.51 0.56
H -0.44 -1.12 0.99
H 1.38 -0.65 -0.21
H 0.51 -0.91 -1.04
H 0.34 -0.49 0.06

<S²>: 2.017
Spin multiplicity: 3
Energy above the lowest of the compared OMol25 structures with the same formula, charge and spin (kcal/mol): 55.9
Total charge: 0
Highest occupied orbital energy (spin up / spin down) (eV): -5.72 / -8.73

3.
Molecular formula: C4H9NO2S
Method: DFT, wB97M-V/def2-TZVPD

Each line ends with the natural charge from an NBO analysis.
Atoms and positions in Å:
O 0.55005 2.70351 -0.72945  -0.60
C 0.24196 1.93372 -1.61213  0.53
N 0.14917 0.58305 -1.40899  -0.64
C -0.11036 0.22263 0.01226  -0.12
C 1.05167 -0.74611 0.34528  -0.08
O 1.17644 -0.74766 1.73861  -0.74
C -1.38892 -0.63883 0.15506  -0.54
S -1.74316 -1.01991 1.90725  -0.02
H 0.04375 2.22186 -2.65623  0.12
H -0.18506 -0.16207 -1.97716  0.40
H 0.00463 1.18161 0.59796  0.26
H 2.07834 -0.59782 0.05555  0.19
H 0.80074 -1.80076 0.00052  0.16
H 1.67939 0.13040 2.00573  0.47
H -2.19578 0.07750 -0.02218  0.23
H -1.43002 -1.49975 -0.72118  0.21
H -0.72283 -1.84136 2.30909  0.15

Force components x, y, z for each atom (eV/Å):
O -0.20 0.26 -0.32
C 0.10 -0.72 -0.99
N -1.07 0.63 2.35
C 2.51 -1.39 -1.15
C -0.19 -0.75 0.87
O 1.83 1.97 2.58
C 0.04 0.36 -1.20
S -0.16 -0.87 -0.19
H 0.19 0.24 0.04
H -0.23 0.44 -1.42
H -0.65 -1.39 -0.40
H 0.04 0.84 -1.52
H 0.10 1.11 0.49
H -1.63 -2.78 -0.82
H -0.34 -0.40 -0.30
H 0.10 1.89 2.57
H -0.45 0.55 -0.58

Energy above the lowest of the compared OMol25 structures with the same formula, charge and spin (kcal/mol): 55.7
Total charge: 0
Highest occupied orbital energy (eV): -8.88
SMILES: O=CN[C@H](CO)CS

4.
Molecular formula: C4H9NO2S
Method: DFT, wB97M-V/def2-TZVPD

Each line ends with the natural charge from an NBO analysis.
Atoms and positions in Å:
O -2.47034 1.30605 -0.68871  -0.60
C -2.24047 0.20117 -1.13321  0.53
N -1.01047 -0.40637 -1.00951  -0.62
C -0.07701 0.04107 0.04923  -0.11
C 1.18076 0.62759 -0.57589  -0.08
O 1.89733 1.43972 0.36353  -0.72
C 0.09196 -1.16657 0.97267  -0.50
S 1.08348 -0.84415 2.51044  -0.07
H -2.96684 -0.38527 -1.70884  0.12
H -0.98356 -1.37904 -1.25203  0.39
H -0.56510 0.84616 0.57785  0.24
H 0.84111 1.27850 -1.39169  0.18
H 1.92758 -0.01141 -1.04216  0.19
H 1.38873 2.20294 0.55556  0.47
H -0.87156 -1.51013 1.33300  0.23
H 0.61228 -1.98939 0.48594  0.21
H 2.16212 -0.25085 1.95383  0.15

Force components x, y, z for each atom (eV/Å):
O -0.26 -0.34 -0.11
C 0.92 0.49 0.16
N -0.51 0.48 0.33
C -0.14 -1.34 -0.59
C 0.10 1.56 -0.12
O 0.88 -1.45 -0.45
C 1.30 0.50 0.73
S -0.26 0.04 -0.24
H -0.07 -0.05 -0.07
H 0.08 -0.25 -0.10
H -0.21 0.22 0.17
H -0.10 -0.13 -0.01
H -0.23 -0.64 0.36
H -0.79 1.11 0.30
H -0.11 0.00 0.04
H -0.21 -0.04 -0.34
H -0.37 -0.16 -0.04

Energy above the lowest of the compared OMol25 structures with the same formula, charge and spin (kcal/mol): 23.4
Total charge: 0
Highest occupied orbital energy (eV): -9.06
SMILES: O=CN[C@H](CO)CS

5.
Molecular formula: C4H9NO3
Method: DFT, wB97M-V/def2-TZVPD

Each line ends with the natural charge from an NBO analysis.
Atoms and positions in Å:
C 1.54209 1.05456 0.13060  -0.73
C 1.60182 -0.11324 -0.82338  0.67
O 2.67325 -0.38685 -1.39722  -0.59
N 0.62699 -1.09493 -0.93331  -0.67
C -0.52309 -1.43811 0.04166  -0.34
C -1.85742 -1.36730 -0.70142  0.44
O -2.83693 -1.00522 -0.17408  -0.49
H 0.50356 1.49970 0.01190  0.24
H 1.38082 0.61248 1.17191  0.24
H 2.34843 1.71657 0.12062  0.24
H 0.41761 -1.14438 -1.94093  0.40
H -0.25323 -2.43089 0.51755  0.23
H -0.46757 -0.59091 0.88955  0.24
H -1.86107 -1.85271 -1.67037  0.10
O -0.99243 1.86365 1.51878  -0.99
H -0.37536 2.66485 1.46904  0.49
H -1.92746 2.01273 1.76909  0.50

Force components x, y, z for each atom (eV/Å):
C -4.23 -1.95 1.31
C 3.84 -1.26 0.42
O -1.81 1.37 0.15
N -2.35 -0.01 -0.10
C 2.55 2.75 0.64
C 2.62 -1.74 0.88
O -2.49 1.22 0.87
H 1.51 0.05 -0.19
H 0.65 0.50 -1.12
H 1.19 0.80 -0.35
H 0.06 -0.80 0.80
H -0.74 1.00 -0.70
H -0.55 -2.04 -1.78
H 0.03 0.04 -1.00
O 0.82 0.70 -0.06
H -2.24 -1.37 0.45
H 1.16 0.73 -0.19

Energy above the lowest of the compared OMol25 structures with the same formula, charge and spin (kcal/mol): 65.1
Total charge: 0
Highest occupied orbital energy (eV): -9.32
SMILES: CC(=O)NCC=O.O

6.
Molecular formula: C4H9NO3
Method: DFT, wB97M-V/def2-TZVPD

Each line ends with the natural charge from an NBO analysis.
Atoms and positions in Å:
O -0.56940 1.73316 -0.02678  -0.63
C -0.09194 0.60522 -0.04545  0.67
N -0.94586 -0.45575 -0.13388  -0.64
C -2.39891 -0.32454 0.08489  0.09
O -2.80103 0.21014 1.31474  -0.71
C 1.40739 0.39698 -0.02564  -0.51
C 1.90108 -0.64305 -1.02090  -0.18
O 3.36087 -1.22561 -0.10552  -0.69
H -0.51292 -1.36511 -0.05555  0.38
H -2.60031 0.32808 -0.75536  0.17
H -2.93742 -1.26371 0.03064  0.19
H -2.24222 0.96650 1.50768  0.49
H 1.81791 1.38389 -0.23719  0.25
H 1.61491 0.22235 1.02720  0.27
H 1.22109 -1.49420 -1.11860  0.21
H 2.21570 -0.23979 -1.98245  0.23
H 2.95452 -1.32218 -1.00176  0.40

Force components x, y, z for each atom (eV/Å):
O 0.28 -0.01 0.44
C -1.51 1.02 -0.86
N 0.81 -1.61 0.96
C 0.68 0.93 -0.48
O 0.43 -0.30 0.06
C -0.76 0.47 -0.58
C -1.20 1.46 3.13
O -2.07 1.06 -0.65
H -0.29 -0.03 0.26
H -1.10 0.30 -0.03
H 0.45 -0.25 -0.45
H 0.01 0.42 -0.10
H 0.07 -0.14 -0.09
H 0.49 -0.69 -0.13
H 0.41 0.03 -0.04
H 0.08 0.05 0.09
H 3.20 -2.70 -1.53

Energy above the lowest of the compared OMol25 structures with the same formula, charge and spin (kcal/mol): 109.8
Total charge: 0
Highest occupied orbital energy (eV): -10.12

7.
Molecular formula: C4H9NO3
Method: DFT, wB97M-V/def2-TZVPD

Each line ends with the natural charge from an NBO analysis.
Atoms and positions in Å:
N 0.95774 1.42522 -0.63664  -0.89
C 0.73480 0.19493 0.10761  -0.13
C -0.69818 -0.38693 -0.06543  -0.44
C -1.08166 -1.12868 -1.37416  -0.08
O -1.68659 -0.12254 -2.17244  -0.71
C 0.67889 0.41276 1.69718  0.79
O -0.21650 0.96468 2.22202  -0.59
O 1.55442 -0.48158 2.39682  -0.73
H 0.27458 2.20709 -0.43413  0.40
H 1.92162 1.63332 -0.85871  0.39
H 1.53719 -0.62568 -0.00650  0.22
H -0.80746 -1.11431 0.79509  0.21
H -1.29299 0.50735 0.24156  0.24
H -1.84237 -1.77982 -1.04506  0.18
H -0.33819 -1.65118 -2.02976  0.18
H -0.93800 0.42096 -2.24407  0.46
H 1.24268 -0.47561 3.40661  0.49

Force components x, y, z for each atom (eV/Å):
N -1.27 -0.28 -0.20
C 0.94 -0.70 1.85
C 1.58 -0.98 1.36
C 0.01 1.74 0.41
O -1.23 -1.20 -0.52
C 1.64 -3.12 -0.93
O -0.61 1.49 1.21
O -1.95 1.53 1.89
H 1.64 -1.34 -0.22
H -0.41 0.41 0.32
H -1.05 1.60 -0.46
H 0.01 0.63 -0.89
H -0.45 -1.05 -0.94
H -0.89 -1.16 -0.17
H -0.07 0.23 1.28
H 1.19 2.05 -0.82
H 0.90 0.15 -3.15

Energy above the lowest of the compared OMol25 structures with the same formula, charge and spin (kcal/mol): 52.8
Total charge: 0
Highest occupied orbital energy (eV): -9.33
SMILES: N[C@H](CCO)C(=O)O

8.
Molecular formula: C4H9NO3
Method: DFT, wB97M-V/def2-TZVPD

Each line ends with the natural charge from an NBO analysis.
Atoms and positions in Å:
C 0.49173 0.93230 -2.47322  -0.25
O -0.11084 0.82211 -1.18223  -0.57
C -1.10090 -0.15419 -1.04290  0.98
O -1.55285 -0.71979 -1.99914  -0.61
O -1.47084 -0.31255 0.19263  -0.46
N -0.52172 -0.09316 1.56994  -0.06
C -0.28583 -1.45912 1.96447  -0.44
C 0.63512 0.66963 1.35989  -0.50
H 1.16719 1.78410 -2.41714  0.19
H -0.28557 1.08634 -3.22183  0.20
H 1.04726 0.02924 -2.72196  0.19
H -1.22718 -2.00200 1.93955  0.23
H 0.06846 -1.41988 2.99852  0.22
H 0.45949 -1.97274 1.34284  0.18
H 0.81287 1.31209 2.22333  0.23
H 1.51364 0.13524 0.97825  0.18
H 0.35997 1.36237 0.48901  0.29

Force components x, y, z for each atom (eV/Å):
C -0.41 -0.09 -0.08
O -0.76 -0.85 -0.19
C 1.76 1.17 -1.24
O -0.23 -0.10 0.37
O 0.63 -0.26 2.18
N -1.92 -0.74 -0.68
C -0.23 -0.26 -0.31
C 0.14 2.12 -2.43
H -0.09 -0.04 -0.02
H 0.17 0.07 -0.05
H 0.01 -0.04 0.02
H 0.04 -0.03 0.07
H 0.02 0.08 -0.07
H -0.02 0.06 0.04
H 0.13 -0.33 0.16
H 0.06 -0.17 0.44
H 0.68 -0.59 1.77

Energy above the lowest of the compared OMol25 structures with the same formula, charge and spin (kcal/mol): 90.1
Total charge: 0
Highest occupied orbital energy (eV): -9.90
SMILES: COC(=O)ON(C)C

9.
Molecular formula: C4H9NO3
Method: DFT, wB97M-V/def2-TZVPD

Each line ends with the natural charge from an NBO analysis.
Atoms and positions in Å:
C -1.94741 -0.23178 0.81965  -0.74
C -1.08716 0.07713 -0.36720  0.60
O -1.49566 0.23281 -1.48246  -0.53
C 0.45295 0.25875 -0.04112  0.27
C 1.24057 0.39609 -1.34093  -0.64
N 0.60900 1.41687 0.78592  -0.82
O 0.89124 -0.85917 0.72838  -0.30
O 0.43798 -2.13028 0.17001  -0.46
H -2.02469 0.65622 1.44540  0.23
H -2.93853 -0.52104 0.48008  0.24
H -1.50225 -1.02747 1.41073  0.25
H 2.30577 0.44722 -1.12472  0.21
H 1.03919 -0.45338 -1.98854  0.23
H 0.92436 1.30312 -1.84713  0.24
H 0.26540 1.24429 1.72298  0.37
H 1.58418 1.68479 0.85173  0.37
H 1.24506 -2.49418 -0.22280  0.47

Force components x, y, z for each atom (eV/Å):
C -0.22 -0.16 -0.10
C 0.98 0.21 0.52
O -0.15 -0.04 -0.21
C -0.85 0.00 -1.32
C -0.24 0.01 0.41
N 0.13 -0.21 0.04
O 0.35 -1.02 0.56
O -0.03 0.87 -0.01
H -0.03 0.09 0.05
H -0.03 0.04 0.04
H 0.01 -0.04 0.06
H 0.10 0.01 0.06
H 0.00 0.00 -0.04
H 0.01 -0.01 -0.12
H -0.04 0.02 0.01
H -0.03 0.00 -0.01
H 0.04 0.23 0.06

Energy above the lowest of the compared OMol25 structures with the same formula, charge and spin (kcal/mol): 83.8
Total charge: 0
Highest occupied orbital energy (eV): -9.35
SMILES: CC(=O)[C@@](C)(N)OO

10.
Molecular formula: C4H9NO3
Method: DFT, wB97M-V/def2-TZVPD

Each line ends with the natural charge from an NBO analysis.
Atoms and positions in Å:
C -0.48068 -0.42482 2.04543  -0.46
N -0.68433 -1.14982 0.79152  -0.13
O -2.04594 -0.92912 0.32279  -0.59
C 0.18962 -0.73058 -0.31263  -0.25
C 0.37943 0.77291 -0.49440  -0.56
C 0.97955 1.23564 -1.80096  0.80
O 1.03774 2.42532 -2.08663  -0.57
O 1.48362 0.30347 -2.62878  -0.68
H -0.78640 0.62567 1.98233  0.17
H 0.56946 -0.46186 2.35336  0.22
H -1.06743 -0.89556 2.84135  0.22
H -2.41471 -0.19891 0.85166  0.45
H 1.17283 -1.19423 -0.16216  0.20
H -0.20556 -1.17648 -1.23439  0.21
H 1.03478 1.15010 0.30055  0.24
H -0.59014 1.27759 -0.40978  0.24
H 1.42816 -0.62934 -2.35929  0.49

Force components x, y, z for each atom (eV/Å):
C -0.16 -0.29 0.00
N -0.17 0.21 -0.33
O 0.42 0.13 0.60
C 0.28 -0.09 -0.13
C -0.32 -0.07 0.28
C 0.05 1.79 -0.01
O -0.02 -2.32 0.25
O 0.32 -0.03 -0.61
H 0.05 0.16 -0.06
H -0.13 -0.08 -0.25
H 0.05 -0.03 -0.23
H 0.19 -0.16 -0.25
H -0.13 -0.07 0.25
H -0.23 0.01 0.34
H -0.19 0.15 -0.17
H 0.22 0.03 0.02
H -0.23 0.65 0.31

Energy above the lowest of the compared OMol25 structures with the same formula, charge and spin (kcal/mol): 65.4
Total charge: 0
Highest occupied orbital energy (eV): -9.27
SMILES: CN(O)CCC(=O)O

11.
Molecular formula: C4H9NO3
Method: DFT, wB97M-V/def2-TZVPD

Each line ends with the natural charge from an NBO analysis.
Atoms and positions in Å:
O 3.53329 0.75305 0.01278  -1.02
C -1.43848 1.36378 -0.28212  0.11
N -1.27983 0.77855 -1.55514  -0.22
C -0.60735 -0.30444 -0.57852  -0.23
C -1.68031 -1.25497 0.31568  -0.06
O -1.85454 -0.83789 1.57065  -0.47
C 0.68708 0.00853 0.23946  -0.09
O 1.75173 -0.94191 0.17219  -0.65
H -0.84862 2.27834 -0.14009  0.23
H -2.30998 1.20198 0.38402  0.25
H -0.31918 -1.10951 -1.27911  0.34
H -1.29065 -2.39023 0.26590  0.24
H -2.56760 -1.47267 -0.28313  0.17
H 4.35716 1.14989 0.00072  0.44
H 0.34664 0.18413 1.38261  0.21
H 0.95767 1.03828 -0.12481  0.22
H 2.56297 -0.44491 -0.10108  0.54

Force components x, y, z for each atom (eV/Å):
O -3.28 -1.07 -0.07
C -0.26 -0.17 -5.20
N -0.05 -0.61 6.58
C 0.13 -1.00 -1.77
C -0.93 -2.49 2.70
O 0.39 -0.01 -2.88
C 1.39 1.15 3.19
O -3.56 0.81 -0.19
H 0.33 -0.36 0.62
H 0.53 -0.63 0.03
H 0.07 0.80 -0.47
H 0.94 2.24 0.20
H -0.59 1.31 -0.29
H 2.64 0.94 -0.09
H 0.58 -0.70 -2.33
H 0.62 -1.09 0.08
H 1.04 0.87 -0.10

Energy above the lowest of the compared OMol25 structures with the same formula, charge and spin (kcal/mol): 316.6
Total charge: 0
Highest occupied orbital energy (eV): -8.18

12.
Molecular formula: C4H9NO3S
Method: DFT, wB97M-V/def2-TZVPD

Each line ends with the natural charge from an NBO analysis.
Atoms and positions in Å:
O 2.82289 -0.69340 -1.42019  -0.86
S 3.21822 -0.60364 -0.06424  2.32
O 3.13478 -1.85005 0.77919  -0.85
C 2.63133 0.72867 0.88026  -0.40
O 3.97292 0.63685 0.35812  -0.65
H 2.04544 1.51863 0.43296  0.21
H 2.79063 0.67169 2.05599  0.23
N -0.53578 0.26182 -1.03944  -0.87
C -1.97926 0.22624 -0.73413  -0.04
C -2.67669 -0.97692 -0.05326  -0.43
C -2.28018 0.25722 0.67786  -0.42
H 0.15960 0.84341 -0.68587  0.36
H -0.32361 0.06887 -1.98188  0.36
H -2.56516 0.80026 -1.38727  0.19
H -1.98823 -1.73143 0.26802  0.22
H -3.65948 -1.33400 -0.40520  0.22
H -3.11361 0.93526 0.81906  0.20
H -1.65381 0.24051 1.50003  0.22

Force components x, y, z for each atom (eV/Å):
O 0.90 0.22 -0.98
S -5.67 -4.34 3.77
O 1.97 2.96 -2.30
C -0.59 -0.54 2.91
O 4.61 1.44 -0.91
H 0.05 0.19 0.13
H -1.27 0.08 -2.61
N -2.09 -2.31 -0.76
C 3.59 -0.81 0.39
C 1.17 -0.21 -0.85
C -4.37 1.69 -0.15
H 0.23 1.46 1.25
H 0.20 -0.40 -1.04
H -0.93 0.74 -0.62
H 0.14 -0.76 -0.49
H 0.49 0.69 0.58
H -0.06 0.15 0.65
H 1.63 -0.26 1.03

Energy above the lowest of the compared OMol25 structures with the same formula, charge and spin (kcal/mol): 115.8
Total charge: 0
Highest occupied orbital energy (eV): -8.79
SMILES: O=S1(=O)CO1.NC1CC1